216
Properties=species:S:1:pos:R:3:forces:R:3 method="wB97M-V/def2-TZVPD" fmax_ha_per_bohr=0.096 e_tot_ha=-5217.58751 spin_multiplicity=1 orbital_gap_ev=9.5
O 14.029 14.837 12.308 1.32 -1.30 0.60
O 17.409 18.925 12.700 0.06 0.68 -0.74
O 17.923 18.888 10.544 0.59 0.94 -0.28
O 16.907 16.236 20.658 1.49 -0.44 0.75
O 12.599 17.630 15.134 0.50 -1.84 0.27
O 17.256 12.417 16.889 0.59 -0.13 -1.35
O 10.938 10.157 12.696 0.34 -0.29 0.51
O 17.085 15.106 10.415 0.82 -0.87 -0.58
O 18.151 20.488 15.569 -0.55 -0.17 -0.01
O 14.196 16.252 15.919 -1.11 0.08 -0.30
O 19.648 19.024 15.042 2.82 -1.14 -1.01
O 18.983 13.317 15.782 -0.49 -0.93 -0.67
O 21.740 22.675 18.210 0.59 -0.60 -1.86
O 13.661 24.318 16.511 2.39 0.66 -1.34
O 22.954 22.605 16.310 0.65 0.80 1.17
O 15.985 13.228 9.846 1.50 0.91 -0.29
O 15.702 13.764 13.412 -0.45 1.61 -0.69
O 14.892 27.379 18.347 -1.06 0.97 1.02
O 15.840 19.625 17.998 -0.37 -0.43 -0.27
O 12.094 17.355 19.997 0.77 0.58 -0.12
O 24.511 15.578 15.032 0.75 -1.49 -0.17
O 20.373 17.395 18.083 -0.42 0.00 0.02
O 21.816 15.886 11.792 -4.86 -0.80 0.33
O 16.679 21.385 18.987 0.76 0.61 0.06
O 24.932 12.802 14.000 -0.59 1.91 2.05
O 14.747 22.158 14.814 0.15 0.43 -0.19
O 11.590 15.536 18.867 0.01 -0.45 -0.21
O 16.186 26.359 16.896 0.02 0.21 0.17
O 15.685 16.546 18.826 0.10 0.10 0.04
O 21.340 19.159 18.974 0.23 -0.42 0.33
O 15.837 8.677 12.703 0.46 -0.56 0.43
O 23.628 17.014 11.646 2.15 -0.20 -0.66
O 12.727 10.626 15.055 -0.58 0.12 -1.08
O 14.997 10.760 12.612 -0.03 -1.63 -0.02
C 19.327 14.192 10.657 0.15 -1.25 -0.05
C 18.736 19.695 9.616 0.54 -1.68 0.92
C 19.385 20.833 10.418 -1.40 0.09 -0.17
C 23.934 14.698 11.492 -0.66 -2.46 -2.02
C 18.713 20.754 11.786 -0.95 -0.10 -0.46
C 18.416 13.223 9.937 0.04 -1.27 -1.50
C 14.275 10.822 10.408 -1.21 -1.34 -0.24
C 15.223 14.802 12.989 -1.51 0.62 0.75
C 12.344 24.241 16.866 -1.47 -0.96 -0.86
C 15.171 9.480 12.133 -0.44 1.24 -0.07
C 18.990 19.066 19.400 0.91 -0.20 -1.69
C 18.449 19.326 15.415 -2.03 0.30 0.75
C 16.957 25.149 16.738 -0.83 0.83 1.24
C 15.658 16.275 13.163 2.10 -1.34 -0.11
C 12.900 16.522 15.568 -0.21 2.36 0.53
C 17.047 13.796 10.006 -2.37 -0.08 0.73
C 13.913 24.438 15.076 -1.00 -0.65 0.99
C 18.433 15.387 10.828 0.08 0.99 1.44
C 13.777 23.099 14.399 -1.06 -0.64 -1.32
C 21.069 21.292 16.264 0.61 -1.01 0.86
C 14.705 17.128 12.360 0.75 -0.43 -1.46
C 13.195 15.361 20.722 0.41 1.97 -0.60
C 13.730 10.263 15.928 1.03 -0.77 0.27
C 25.721 11.777 13.604 -0.37 -2.46 -1.92
C 19.617 13.101 14.504 0.72 -0.02 -0.24
C 20.273 18.400 18.741 -1.18 0.38 0.30
C 12.002 15.372 15.938 -0.25 -0.70 -1.53
C 25.278 15.273 11.805 0.30 0.15 -1.64
C 15.517 21.585 13.736 -1.04 0.66 1.05
C 14.222 14.955 16.533 -0.84 -0.80 -1.40
C 17.911 19.485 11.745 0.05 -1.71 1.49
C 16.680 16.107 19.340 0.13 -0.74 0.03
C 19.863 17.607 14.824 -1.41 -0.50 0.76
C 12.259 16.046 19.716 -0.78 -0.51 0.74
C 15.601 26.462 18.136 1.21 -1.19 -1.90
C 23.559 16.532 15.321 -0.39 0.81 0.47
C 18.497 16.948 15.002 -2.30 0.73 -1.21
C 21.910 22.241 17.080 -0.56 0.52 0.85
C 21.031 20.217 19.851 -0.91 1.40 1.66
C 14.574 19.160 17.538 -0.61 -1.91 -1.56
C 21.422 21.642 14.832 -1.09 -0.18 -0.61
C 15.727 20.850 18.490 0.62 0.10 1.36
C 17.164 24.624 18.166 -0.27 0.13 0.11
C 13.445 16.542 21.666 0.11 -0.23 1.47
C 14.414 9.346 10.833 -0.96 0.39 -0.32
C 10.451 10.176 13.998 2.28 -0.96 2.64
C 17.678 11.747 14.498 -1.29 1.17 1.65
C 17.677 18.050 15.720 0.42 0.17 1.32
C 17.794 15.305 18.718 0.19 0.13 -0.34
C 14.188 11.526 11.697 1.43 1.78 1.40
C 25.302 13.331 15.316 -0.83 -0.79 -0.34
C 22.784 22.336 14.933 -0.10 0.58 -0.56
C 13.171 17.803 20.870 -0.43 -0.51 0.01
C 14.334 21.366 18.531 -1.00 -0.82 -2.21
C 22.958 15.849 11.625 3.76 0.24 0.51
C 13.524 20.191 17.845 -0.03 1.26 1.04
C 11.682 9.702 15.038 -1.55 0.37 -1.52
C 18.215 15.517 21.048 -1.65 0.83 -0.78
C 13.642 16.143 11.864 -0.50 -0.68 0.29
C 19.556 20.098 20.369 0.52 -1.68 0.75
C 25.080 16.729 11.453 -1.27 0.71 2.19
C 17.893 12.473 15.857 -0.34 0.43 0.68
C 18.574 12.515 13.559 -0.47 0.18 -0.97
C 18.476 14.584 19.858 0.19 0.28 0.70
C 16.067 25.288 18.971 -0.72 1.32 0.95
C 10.023 10.636 11.780 -1.17 0.45 -0.93
C 13.000 14.193 15.962 -0.33 -0.01 0.88
C 24.313 14.370 15.748 -0.33 0.58 -0.53
H 18.854 16.262 10.388 -0.21 0.68 -0.93
H 25.383 11.427 12.607 -0.05 0.48 0.22
H 23.492 16.742 16.408 0.09 0.07 -0.35
H 15.189 24.713 19.243 -0.11 -0.49 -0.34
H 13.406 10.097 16.940 -0.71 0.51 0.88
H 20.480 17.150 15.563 1.05 0.44 0.66
H 11.127 15.336 15.247 0.86 -0.22 0.21
H 23.624 21.726 14.600 -0.11 -0.18 0.02
H 17.501 14.695 17.875 -0.41 -0.31 0.08
H 16.574 11.761 14.354 0.90 0.03 -0.47
H 12.765 16.513 22.510 -0.38 -0.15 0.14
H 12.706 16.323 12.416 0.01 0.17 -0.69
H 19.506 18.996 9.233 -0.60 0.45 -0.16
H 14.602 19.017 16.445 0.39 0.18 0.30
H 14.032 15.041 17.568 0.31 0.33 1.31
H 12.048 8.669 14.786 -0.35 0.77 -0.14
H 22.554 16.263 14.982 0.00 -0.11 -0.15
H 9.779 11.730 11.873 0.58 -0.69 -0.01
H 12.883 18.737 21.392 -0.18 -0.89 -0.06
H 9.657 9.422 14.188 0.10 0.43 -0.36
H 13.384 9.062 11.099 0.28 -0.47 0.10
H 25.373 17.138 10.530 0.30 -0.09 -1.48
H 15.779 16.599 14.220 -0.37 -0.64 -0.77
H 14.203 9.276 15.748 0.02 0.43 -0.82
H 11.913 23.264 16.562 -0.04 0.29 0.23
H 14.830 21.061 13.072 0.22 -0.48 -0.05
H 13.175 25.151 14.680 0.26 -0.09 -0.14
H 13.405 11.047 9.816 -0.44 -0.21 -0.35
H 16.304 24.506 16.175 0.44 -0.61 -0.50
H 21.703 20.309 20.694 0.47 -0.82 0.16
H 21.381 20.787 14.142 0.31 0.21 0.38
H 19.583 13.764 11.622 0.31 0.25 -0.03
H 15.176 14.534 16.299 0.57 -0.44 0.08
H 10.107 11.191 14.271 0.10 -0.36 0.06
H 17.968 16.940 14.012 0.86 -0.48 0.75
H 18.403 15.939 15.466 0.56 0.80 -0.23
H 12.804 14.467 21.165 -0.61 -0.24 0.16
H 14.037 18.021 20.286 0.58 0.29 -0.78
H 12.982 20.447 16.941 0.10 0.38 -0.06
H 17.947 10.744 14.709 0.44 -1.19 -0.17
H 20.443 20.698 10.526 0.48 0.09 -0.20
H 19.026 21.041 20.376 -0.05 0.11 -0.23
H 20.515 12.440 14.634 -0.79 0.57 -0.04
H 14.450 11.064 15.897 0.50 0.05 0.11
H 11.706 25.014 16.432 0.09 0.28 -0.19
H 14.426 16.508 22.113 0.48 0.17 -0.09
H 17.997 21.517 12.113 0.34 0.29 -0.44
H 10.439 10.390 10.805 -0.08 0.41 -0.16
H 20.585 22.286 14.521 0.59 0.27 -0.29
H 14.016 21.558 19.533 -0.01 0.06 0.69
H 25.204 12.538 16.088 0.43 0.04 -0.55
H 19.004 11.998 12.684 0.06 -0.45 0.81
H 21.193 21.136 19.348 -0.24 0.66 -0.72
H 11.569 15.473 16.910 0.00 0.60 0.60
H 25.468 15.167 12.837 0.31 -0.01 1.19
H 26.122 14.866 11.235 -0.32 -0.18 0.12
H 20.024 21.338 16.502 -0.47 0.38 -0.01
H 25.639 10.845 14.166 0.00 0.11 0.78
H 13.191 11.675 12.058 -0.69 -0.47 0.49
H 14.296 22.304 17.970 -0.03 -0.07 0.00
H 18.030 19.997 8.878 -0.08 0.40 -0.79
H 12.742 22.687 14.555 0.81 0.17 0.00
H 18.132 13.572 19.991 -0.48 -0.25 0.21
H 17.999 13.305 13.040 0.05 -0.08 0.78
H 19.016 16.282 21.134 -0.66 -0.36 0.10
H 17.118 23.547 18.243 0.23 -0.18 -0.05
H 26.310 13.742 15.294 0.16 -0.10 -0.04
H 14.680 12.507 11.783 -0.48 -0.38 -0.77
H 18.504 16.000 18.303 0.33 0.66 -0.23
H 14.816 8.616 10.101 -0.06 0.61 0.63
H 18.342 12.149 10.217 0.34 0.80 0.27
H 23.897 14.353 10.390 -0.06 0.63 1.41
H 20.246 14.395 10.100 -0.27 0.06 0.22
H 23.689 13.757 12.056 -0.07 1.26 -0.22
H 17.957 15.062 22.006 0.36 0.03 -0.19
H 24.411 14.593 16.816 0.06 -0.24 0.08
H 25.567 17.289 12.220 0.35 0.78 0.38
H 14.354 18.127 17.900 0.43 1.03 0.23
H 13.860 23.244 13.286 -0.08 0.09 0.80
H 19.491 19.666 21.419 0.37 0.61 -1.12
H 17.746 18.004 16.841 -0.19 -0.22 -0.79
H 12.789 19.833 18.548 -0.27 -0.31 0.24
H 20.253 17.484 13.847 0.52 -0.08 -0.89
H 14.921 24.769 14.871 0.15 0.49 0.52
H 18.435 19.570 18.578 0.28 -0.32 0.35
H 14.123 15.085 20.234 0.14 0.01 -0.33
H 11.311 9.680 16.057 -0.73 -0.31 0.25
H 12.702 13.364 16.674 0.28 0.89 -1.05
H 15.199 17.689 11.525 -0.41 -0.48 0.88
H 16.616 18.109 15.466 0.28 0.04 -0.04
H 9.038 10.132 11.830 0.31 -0.09 0.20
H 14.246 17.768 13.055 -0.62 1.32 0.53
H 19.907 14.070 14.125 0.52 0.31 0.09
H 18.658 13.184 8.860 -0.06 0.04 0.24
H 18.097 25.005 18.543 0.60 -0.17 0.10
H 17.875 25.478 16.274 0.17 -0.48 -0.45
H 16.692 16.207 12.753 -0.71 0.61 0.11
H 23.295 13.995 15.558 0.07 0.00 0.10
H 12.276 24.330 17.921 -0.01 0.03 1.04
H 19.545 14.517 19.749 0.44 -0.03 -0.38
H 18.374 15.650 11.878 -0.05 0.01 0.32
H 26.745 12.000 13.457 1.37 0.59 0.21
H 16.233 20.986 14.271 0.32 -0.59 -0.36
H 15.091 11.129 9.862 1.95 0.71 -1.15
H 19.416 20.656 12.574 0.60 -0.09 0.84
H 13.154 13.832 14.952 0.24 -0.36 -0.05
H 23.927 17.389 14.773 -0.43 0.61 0.09
H 18.353 18.273 19.768 -0.16 0.05 0.35
H 13.485 15.984 10.780 0.07 0.79 0.53
H 21.345 20.259 16.565 0.22 0.49 -0.23
H 16.015 22.358 13.158 0.21 0.31 -0.05
H 22.879 23.325 14.421 -0.35 -0.84 0.17
H 19.123 21.728 9.873 0.45 0.55 0.12
H 16.339 25.761 19.932 0.42 -0.45 -0.32